(1)
DFT (ωB97M-V/def2-TZVPD) results for 2 unconnected molecules or ions with the total composition C4H14NOS2.

```
22
Properties=species:S:1:pos:R:3
N -0.617 -2.408 -0.484
C -1.759 -1.487 -0.817
C -1.632 -0.118 -0.248
S -0.053 0.737 -0.616
S 1.004 1.081 1.000
C 1.212 2.864 0.628
C -0.131 3.615 0.529
H -0.931 -3.430 -0.401
H 0.158 -2.211 -1.148
H -0.211 -2.335 0.434
H -2.733 -2.029 -0.490
H -2.014 -1.720 -1.912
H -1.878 -0.084 0.905
H -2.473 0.604 -0.650
H 1.759 3.447 1.616
H 1.995 2.865 -0.197
H -0.227 4.351 -0.333
H -0.370 4.499 1.288
H -1.002 2.980 0.528
H 3.348 -2.936 0.230
H 3.596 -4.502 0.010
O 2.957 -3.784 0.128
```

Highest occupied orbital energy ... -11.8220 eV
Multiplicity ... 1
Total charge ... +1
DFT total energy ... -1086.84884 hartree
Energy relative to the best compared isomer or geometry (same formula, charge and spin) ... 261.30 kJ/mol

Computed Mulliken charges, given in elementary charges: -0.3210, -0.6707, -0.5191, -0.1318, -0.0351, -0.4467, -0.8245, 0.3857, 0.3936, 0.2928, 0.3423, 0.3541, 0.3841, 0.3665, 0.2822, 0.3710, 0.2757, 0.3006, 0.1919, 0.3210, 0.3275, -0.6400

***

(2)
DFT (ωB97M-V/def2-TZVPD) results for 2 unconnected molecules or ions with the total composition C4H14NS2.

```
21
Properties=species:S:1:pos:R:3
C 2.708 1.246 -1.065
S 0.963 0.665 -0.998
S 1.082 -0.369 0.876
C 0.743 1.086 1.935
H 2.912 1.871 -0.181
H 3.463 0.457 -1.122
H 2.780 1.895 -1.947
H -0.272 1.454 1.750
H 0.693 0.665 2.947
H 1.460 1.909 1.899
C -1.864 -1.635 -1.259
N -2.097 -1.185 0.173
C -3.213 -0.174 0.332
H -1.027 -2.343 -1.270
H -2.756 -2.156 -1.625
H -1.670 -0.734 -1.851
H -1.227 -0.785 0.561
H -2.324 -1.978 0.745
H -2.973 0.701 -0.286
H -3.160 0.095 1.389
H -4.190 -0.618 0.076
```

Highest occupied orbital energy ... -12.5491 eV
Multiplicity ... 1
Total charge ... +1
DFT total energy ... -1011.68270 hartree
Energy relative to the best compared isomer or geometry (same formula, charge and spin) ... 41.03 kJ/mol

Computed Mulliken charges, given in elementary charges: -0.7691, 0.0050, -0.1388, -0.6889, 0.2521, 0.2981, 0.3108, 0.2703, 0.3168, 0.2993, -0.8405, 0.0010, -0.8144, 0.3272, 0.3734, 0.3682, 0.0268, 0.3489, 0.3469, 0.3523, 0.3549

***

(3)
DFT (ωB97M-V/def2-TZVPD) results for 3 unconnected molecules or ions with the total composition C4H14O2.

```
20
Properties=species:S:1:pos:R:3
C -0.146 0.594 -2.609
C -0.155 0.341 -1.093
C 1.126 0.965 -0.568
C -1.359 0.823 -0.262
H -1.005 0.194 -3.153
H -0.083 1.661 -2.837
H 0.726 0.095 -3.033
H -0.076 -0.748 -0.987
H 1.512 0.741 0.428
H 0.984 2.061 -0.483
H 2.013 1.039 -1.212
H -1.758 0.108 0.451
H -0.962 1.590 0.413
H -2.124 1.306 -0.869
O 0.132 -4.425 1.974
H -0.272 -5.197 1.529
H 1.001 -4.774 2.087
O 0.075 0.990 3.054
H 0.449 0.714 3.877
H -0.077 1.922 3.294
```

Highest occupied orbital energy ... -10.6849 eV
Multiplicity ... 1
DFT total energy ... -311.24651 hartree
Energy relative to the best compared isomer or geometry (same formula, charge and spin) ... 87.86 kJ/mol
Structure (SMILES) ... CC(C)C.O.O

Computed Mulliken charges, given in elementary charges: -1.5438, 1.0464, -1.6194, -1.1905, 0.3835, 0.3423, 0.3924, 0.2042, 0.3583, 0.3941, 0.3449, 0.2838, 0.2488, 0.3540, -0.6283, 0.3187, 0.3102, -0.5967, 0.2873, 0.3099

***

(4)
DFT (ωB97M-V/def2-TZVPD) results for 3 unconnected molecules or ions with the total composition C4H14O2S2.

```
22
Properties=species:S:1:pos:R:3
C 0.828 -0.490 0.046
C 0.182 -1.280 1.131
C 1.208 -2.144 1.876
S 1.365 -1.956 3.659
S 2.340 -0.282 4.085
C 1.178 1.089 3.997
H 1.622 -0.920 -0.576
H 0.132 0.051 -0.599
H 1.463 0.338 0.449
H -0.207 -0.610 1.920
H -0.670 -1.856 0.770
H 0.820 -3.162 1.868
H 2.175 -2.174 1.345
H 0.178 0.779 3.592
H 1.138 1.647 4.924
H 1.313 1.781 3.166
O -3.515 1.788 -5.788
H -4.331 1.316 -5.597
H -3.433 2.524 -5.194
O -0.927 0.928 -5.059
H -1.666 1.104 -5.670
H -1.194 1.528 -4.346
```

Highest occupied orbital energy ... -8.7140 eV
Multiplicity ... 1
DFT total energy ... -1107.62133 hartree
Energy relative to the best compared isomer or geometry (same formula, charge and spin) ... 75.75 kJ/mol
Structure (SMILES) ... CCCSSC.O.O

Computed Mulliken charges, given in elementary charges: -1.2216, 0.0161, -0.6709, -0.0941, -0.0756, -0.8753, 0.3660, 0.3364, 0.2637, 0.0171, 0.3675, 0.2400, 0.3985, 0.2539, 0.3663, 0.3120, -0.6668, 0.3246, 0.3226, -0.6436, 0.3848, 0.2783

***

(5)
DFT (ωB97M-V/def2-TZVPD) results for 4 unconnected molecules or ions with the total composition C4H14O3.

```
21
Properties=species:S:1:pos:R:3
C -0.176 2.721 1.655
C -1.274 1.817 1.138
C -1.606 0.658 1.682
C -2.668 -0.278 1.246
H -0.434 3.160 2.614
H 0.761 2.171 1.767
H -0.056 3.544 0.951
H -1.727 2.149 0.213
H -0.943 0.396 2.518
H -2.462 -1.293 1.562
H -3.616 0.036 1.684
H -2.816 -0.284 0.162
O 2.092 -1.786 1.452
H 2.976 -1.866 1.079
H 1.537 -1.653 0.674
O 2.172 -0.406 -1.331
H 1.516 0.198 -0.966
H 2.670 0.117 -1.968
O 0.361 -1.799 -4.557
H 0.137 -2.241 -3.727
H -0.410 -1.813 -5.134
```

Highest occupied orbital energy ... -9.2155 eV
Multiplicity ... 1
DFT total energy ... -386.48242 hartree
Energy relative to the best compared isomer or geometry (same formula, charge and spin) ... 116.46 kJ/mol
Structure (SMILES) ... C/C=C/C.O.O.O

Computed Mulliken charges, given in elementary charges: -1.0735, -0.1422, -0.0828, -1.1439, 0.3009, 0.2863, 0.3224, 0.3197, 0.3046, 0.3249, 0.2785, 0.3073, -0.6276, 0.3141, 0.3155, -0.6161, 0.3156, 0.2949, -0.6379, 0.3229, 0.3164

***

(6)
DFT (ωB97M-V/def2-TZVPD) results for 3 unconnected molecules or ions with the total composition C4H14O3S.

```
22
Properties=species:S:1:pos:R:3
O -1.051 -2.213 0.444
C 0.258 -1.873 -0.106
C 0.475 -0.365 0.350
C 1.923 0.021 0.090
C 2.089 1.522 -0.195
S 3.063 2.023 -1.567
H -1.153 -3.200 0.323
H 1.077 -2.576 0.288
H 0.126 -1.935 -1.163
H 0.228 -0.226 1.511
H -0.321 0.140 -0.162
H 2.192 -0.679 -0.776
H 2.543 -0.194 0.966
H 1.090 1.826 -0.482
H 2.206 2.106 0.680
H 2.247 2.986 -1.956
O -1.830 1.771 0.604
H -2.304 1.087 0.209
H -2.508 2.475 0.554
O -3.593 -0.533 0.137
H -2.657 -0.900 0.473
H -4.100 -1.263 -0.221
```

Highest occupied orbital energy ... -8.8273 eV
Multiplicity ... 1
DFT total energy ... -784.65055 hartree
Energy relative to the best compared isomer or geometry (same formula, charge and spin) ... 137.38 kJ/mol
Structure (SMILES) ... OCCCCS.O.O

Computed Mulliken charges, given in elementary charges: -0.4981, -0.6557, -0.1991, -0.5512, -0.4954, -0.2709, 0.2781, 0.3375, 0.3437, 0.2544, 0.0909, 0.3582, 0.2389, 0.1590, 0.5111, 0.1135, -0.5920, 0.2889, 0.3067, -0.7240, 0.4160, 0.2893

***

(7)
DFT (ωB97M-V/def2-TZVPD) results for 4 unconnected molecules or ions with the total composition C4H14O4.

```
22
Properties=species:S:1:pos:R:3
C -0.016 -1.235 1.533
C 0.656 -0.749 0.233
C 0.158 -1.223 -0.882
O -0.869 -2.077 -0.769
C 0.749 -1.121 -2.188
H -1.112 -0.933 1.494
H 0.205 -0.602 2.433
H 0.109 -2.212 1.849
H 1.509 -0.116 0.259
H -0.424 -2.936 -0.232
H 0.126 -0.353 -2.762
H 0.902 -1.963 -2.891
H 1.514 -0.297 -2.318
H 1.358 1.661 -0.460
H 1.115 2.698 -1.597
O 1.760 2.283 -1.016
H -2.144 0.172 1.638
H -1.929 0.583 0.252
O -2.311 0.969 1.038
H 0.022 2.939 1.323
H -0.719 1.640 1.705
O 0.194 2.035 1.640
```

Highest occupied orbital energy (spin up / spin down) ... -14.7891 / -14.7496 eV
Multiplicity ... 2
Total charge ... +1
DFT total energy ... -461.33180 hartree
Energy relative to the best compared isomer or geometry (same formula, charge and spin) ... 217.93 kJ/mol

Computed Mulliken charges, given in elementary charges: -1.5809, -0.4365, 0.7752, -0.4676, -1.0235, 0.1971, 0.3634, 0.6211, 0.6916, 0.4702, 0.3232, 0.3355, 0.3926, 0.2430, 0.3160, -0.5692, 0.5979, 0.3516, -0.6594, 0.3091, 0.3967, -0.6471

***

(8)
DFT (ωB97M-V/def2-TZVPD) results for 2 unconnected molecules or ions with the total composition C4H14OSi2.

```
21
Properties=species:S:1:pos:R:3
C 2.763 -1.298 1.158
C -0.551 0.229 -2.331
C -1.668 -0.579 0.373
C -1.298 2.564 -0.577
O 0.684 -1.868 2.937
Si 0.969 -2.155 1.313
Si -0.571 0.756 -0.521
H 3.192 -1.811 0.346
H 2.624 -0.271 0.712
H 3.276 -1.234 2.043
H -0.007 -0.708 -2.441
H -1.519 0.144 -2.863
H 0.078 0.886 -2.885
H -1.124 -1.145 1.119
H -2.621 -0.200 0.544
H -1.857 -1.335 -0.380
H -0.607 3.274 -0.983
H -2.235 2.579 -1.275
H -1.645 2.837 0.499
H 1.210 -1.570 3.634
H 0.908 0.905 -0.419
```

Highest occupied orbital energy ... -8.3513 eV
Multiplicity ... 1
DFT total energy ... -814.98452 hartree
Energy relative to the best compared isomer or geometry (same formula, charge and spin) ... 300.47 kJ/mol

Computed Mulliken charges, given in elementary charges: -1.1185, -1.1458, -1.0682, -0.9634, -0.4518, 0.2097, 0.6221, 0.3267, 0.2715, 0.3751, 0.3210, 0.3431, 0.3569, 0.1846, 0.4167, 0.3881, 0.3004, 0.2704, 0.2451, 0.3165, -0.2001

***

(9)
DFT (ωB97M-V/def2-TZVPD) results for a single C4H14Si4 molecule.

```
22
Properties=species:S:1:pos:R:3
C -0.187 -1.507 -1.567
C -0.298 -0.171 -1.723
C -0.348 0.668 0.529
C 0.199 0.635 -0.681
Si 0.211 1.627 2.103
Si 0.477 -2.662 -0.081
Si -2.198 0.150 0.783
Si 1.789 1.432 -1.202
H -0.486 -2.168 -2.389
H -0.607 0.407 -2.570
H 1.273 2.645 1.640
H 0.694 0.831 3.317
H -0.773 2.478 2.768
H -0.507 -3.636 0.269
H 1.122 -2.158 1.121
H 1.483 -3.375 -0.934
H -3.162 1.178 0.862
H -2.081 -0.657 1.992
H -2.618 -0.699 -0.370
H 2.289 0.660 -2.345
H 2.438 1.579 0.112
H 1.292 2.742 -1.631
```

Highest occupied orbital energy (spin up / spin down) ... -5.5555 / -9.4848 eV
Multiplicity ... 3
DFT total energy ... -1318.46560 hartree

Computed Mulliken charges, given in elementary charges: -0.5567, -0.5288, 0.0134, 0.1605, 0.3342, 0.4237, 0.4464, 0.3951, 0.4232, 0.4197, -0.1505, -0.1098, -0.1406, -0.1294, -0.0991, -0.1390, -0.1900, -0.1050, -0.0982, -0.0948, -0.1491, -0.1253

***

(10)
DFT (ωB97M-V/def2-TZVPD) results for a molecular structure, C4H15Ag2NO5V.

```
28
Properties=species:S:1:pos:R:3
V -9.733 13.690 -24.932
Ag -10.897 13.211 -21.757
Ag -7.572 13.947 -22.208
O -8.158 14.825 -24.230
H -8.364 15.780 -24.216
O -11.051 14.581 -23.503
H -11.191 15.529 -23.314
O -9.180 12.510 -23.115
H -9.126 11.549 -22.946
O -9.197 14.389 -20.866
H -9.451 15.253 -20.488
C -10.197 10.215 -18.747
C -9.673 10.067 -20.081
C -9.751 8.619 -20.679
O -9.345 8.465 -22.003
C -7.964 8.695 -22.253
N -10.414 10.981 -20.938
H -11.257 9.963 -18.729
H -10.083 11.254 -18.438
H -9.566 9.649 -18.062
H -8.676 10.501 -20.154
H -10.699 8.098 -20.549
H -9.057 8.087 -20.028
H -7.612 9.669 -21.912
H -7.838 8.700 -23.336
H -7.255 8.048 -21.736
H -10.211 10.651 -21.870
H -11.366 10.677 -20.790
```

Highest occupied orbital energy (spin up / spin down) ... -7.8212 / -13.0443 eV
Multiplicity ... 7
Total charge ... +1
DFT total energy ... -1829.77415 hartree

Computed Mulliken charges, given in elementary charges: 0.7036, 0.5580, 0.5119, -0.7118, 0.2830, -0.5297, 0.2291, -0.1520, -0.0173, -0.5001, 0.2315, -1.5194, 0.0899, -0.6790, -0.3434, -0.7073, -0.0902, 0.3938, 0.3544, 0.3975, 0.2114, 0.3252, 0.4023, 0.2441, 0.2964, 0.3271, 0.3706, 0.3205

***

(11)
DFT (ωB97M-V/def2-TZVPD) results for 2 unconnected molecules or ions with the total composition C4H15N2O.

```
22
Properties=species:S:1:pos:R:3
C -2.423 -0.487 1.568
C -1.339 0.434 0.980
C -1.193 0.127 -0.488
C 0.119 0.587 -1.198
N 1.345 0.013 -0.553
N 0.000 0.247 1.610
H -3.271 -0.545 0.925
H -2.678 0.010 2.510
H -1.924 -1.506 1.877
H -1.531 1.599 0.992
H -2.069 0.548 -1.021
H -1.208 -0.969 -0.546
H 0.155 0.209 -2.175
H 0.303 1.638 -1.028
H 1.235 -0.978 -0.652
H 1.139 0.280 0.487
H 2.236 0.257 -0.927
H -0.059 -0.735 1.620
H 0.140 0.615 2.526
H 3.363 -0.273 -2.839
H 3.951 -1.040 -1.753
O 3.710 -0.031 -1.914
```

Highest occupied orbital energy ... -14.2063 eV
Multiplicity ... 1
Total charge ... +1
DFT total energy ... -345.88580 hartree
Energy relative to the best compared isomer or geometry (same formula, charge and spin) ... 157.30 kJ/mol

Computed Mulliken charges, given in elementary charges: -1.1694, 0.0287, -0.7093, -0.8895, -0.2678, -0.6206, 0.3836, 0.3698, 0.3058, 0.3718, 0.3775, 0.3350, 0.4808, 0.4197, 0.3299, 0.4296, 0.3155, 0.3177, 0.2014, 0.3679, 0.3731, -0.7514

***

(12)
DFT (ωB97M-V/def2-TZVPD) results for 2 unconnected molecules or ions with the total composition C4H15N2O.

```
22
Properties=species:S:1:pos:R:3
C -0.409 -1.342 -2.056
C -0.292 -0.549 -0.752
C 0.585 0.708 -1.031
C 1.110 1.334 0.268
N 0.086 1.259 1.315
N -1.654 0.021 -0.445
H 0.429 -2.016 -2.171
H -1.297 -1.991 -2.035
H -0.457 -0.706 -2.926
H 0.052 -1.114 0.104
H 1.351 0.435 -1.739
H -0.088 1.385 -1.572
H 1.311 2.376 0.088
H 2.091 0.914 0.497
H -0.207 2.153 1.680
H -1.569 0.399 0.512
H 0.299 0.600 2.047
H -1.922 0.759 -1.092
H -2.405 -0.677 -0.531
H 1.760 -1.334 3.134
H 0.400 -1.371 3.782
O 0.824 -1.243 2.922
```

Highest occupied orbital energy ... -13.4977 eV
Multiplicity ... 1
Total charge ... +1
DFT total energy ... -345.92647 hartree
Energy relative to the best compared isomer or geometry (same formula, charge and spin) ... 50.51 kJ/mol

Computed Mulliken charges, given in elementary charges: -1.4875, 0.1806, -0.8403, -0.6097, -0.5355, -0.2936, 0.3782, 0.4437, 0.3480, 0.3380, 0.4573, 0.3288, 0.4221, 0.3167, 0.2310, 0.3935, 0.2355, 0.3432, 0.3676, 0.3208, 0.3131, -0.6517